4 unconnected molecules or ions with the total composition C48H63BCl2N5O12S4. Source: OMol25; level of theory: the ωB97M-V functional and the def2-TZVPD basis.

Positions of all 135 atoms, in Å:
C  -1.20  -3.30  -2.52
N  0.18  -3.36  -3.02
C  0.85  -2.06  -2.94
C  1.40  -1.71  -1.57
C  2.42  -2.49  -1.04
C  2.98  -2.23  0.20
C  4.05  -3.13  0.71
C  5.31  -3.16  0.13
C  6.26  -4.04  0.63
N  6.03  -4.90  1.63
C  4.81  -4.87  2.18
C  3.81  -4.01  1.76
C  2.55  -1.15  0.98
C  3.22  -0.87  2.33
O  2.62  -1.29  3.32
O  4.31  -0.27  2.21
C  1.55  -0.34  0.44
C  0.98  -0.62  -0.81
C  -0.09  0.30  -1.27
O  -1.14  -0.08  -1.75
C  0.22  1.76  -1.04
C  0.79  2.04  0.20
C  1.11  3.34  0.56
C  1.67  3.73  1.90
C  0.57  3.96  2.98
C  -0.78  4.45  2.43
C  -1.72  3.34  1.96
C  -3.19  3.75  1.92
C  -3.92  2.91  0.87
C  -5.45  3.06  0.90
S  -6.15  3.32  -0.76
C  -6.44  1.67  -1.19
N  -6.67  0.65  -0.43
N  -6.85  -0.44  -1.27
C  -6.72  0.01  -2.46
O  -6.46  1.35  -2.51
C  0.88  4.32  -0.40
C  0.33  4.07  -1.65
B  0.14  5.39  -2.51
O  0.98  5.62  -3.59
N  -0.80  6.43  -2.11
C  -0.18  7.48  -1.29
C  -2.08  5.96  -1.55
C  -0.01  2.76  -1.99
C  -0.58  2.38  -3.33
Cl  -2.07  3.31  -3.67
C  0.43  2.33  -4.52
C  1.88  2.32  -4.08
Cl  0.20  3.56  -5.79
C  1.05  0.89  1.13
O  0.85  0.98  2.32
H  -1.74  -2.54  -3.09
H  -1.68  -4.26  -2.71
H  -1.26  -3.06  -1.46
H  0.70  -4.01  -2.45
H  1.70  -2.08  -3.63
H  0.18  -1.29  -3.31
H  2.79  -3.33  -1.63
H  5.56  -2.49  -0.68
H  7.25  -4.05  0.20
H  4.62  -5.56  2.99
H  2.85  -4.02  2.26
H  2.32  2.92  2.24
H  2.27  4.63  1.79
H  0.94  4.72  3.66
H  0.46  3.05  3.57
H  -1.28  5.01  3.22
H  -0.61  5.14  1.59
H  -1.58  2.43  2.55
H  -1.46  3.08  0.93
H  -3.67  3.60  2.89
H  -3.26  4.80  1.62
H  -3.56  3.20  -0.12
H  -3.68  1.85  1.01
H  -5.78  3.92  1.49
H  -5.92  2.15  1.28
H  -6.81  -0.54  -3.38
H  1.14  5.34  -0.13
H  1.78  6.10  -3.36
H  0.90  7.50  -1.44
H  -0.53  8.47  -1.60
H  -0.38  7.34  -0.23
H  -1.98  5.04  -0.96
H  -2.48  6.73  -0.88
H  -2.81  5.82  -2.34
H  -0.93  1.36  -3.25
H  0.24  1.39  -5.04
H  2.22  3.30  -3.75
H  2.03  1.60  -3.27
H  2.50  1.99  -4.91
C  -0.74  -7.64  2.56
C  -0.59  -8.30  3.94
C  0.86  -8.10  4.39
S  1.42  -6.58  3.60
O  2.47  -6.91  2.67
O  1.61  -5.55  4.59
C  -0.08  -6.27  2.68
H  -1.79  -7.55  2.27
H  -0.22  -8.23  1.81
H  -1.27  -7.81  4.65
H  -0.85  -9.35  3.92
H  0.96  -7.98  5.47
H  1.51  -8.90  4.05
H  0.18  -5.81  1.73
H  -0.69  -5.58  3.27
C  8.07  -4.11  4.56
C  9.13  -3.87  5.64
C  9.29  -5.17  6.43
S  8.87  -6.50  5.29
O  7.68  -7.16  5.77
O  10.05  -7.27  4.98
C  8.44  -5.44  3.91
H  8.05  -3.31  3.82
H  7.08  -4.18  5.00
H  10.08  -3.60  5.17
H  8.85  -3.04  6.30
H  10.30  -5.33  6.79
H  8.59  -5.23  7.26
H  7.62  -5.89  3.35
H  9.32  -5.36  3.28
C  -9.47  3.57  -6.22
C  -8.42  2.57  -5.72
C  -7.19  3.37  -5.29
S  -7.80  4.99  -4.78
O  -7.29  5.98  -5.68
O  -7.66  5.14  -3.35
C  -9.52  4.68  -5.18
H  -10.45  3.11  -6.35
H  -9.16  3.98  -7.19
H  -8.82  2.02  -4.86
H  -8.16  1.84  -6.49
H  -6.67  2.93  -4.45
H  -6.50  3.54  -6.11
H  -9.97  5.61  -5.53
H  -10.02  4.35  -4.26

Computed properties:
Orbital gap (eV): 6.91
LUMO (eV): 1.624
Highest occupied orbital energy (eV): -5.28
Total charge: -1
Maximum force (hartree/bohr): 0.0207

Löwdin population analysis, charges in e, atoms 1 to 8: C -0.13; N -0.11; C -0.19; C -0.14; C 0.03; C -0.10; C -0.16; C -0.01

---

A molecular structure, C43H45F6GeN4O2SbW. Source: OMol25; level of theory: the ωB97M-V functional and the def2-TZVPD basis.

Positions of all 103 atoms, in Å:
W  -1.44  2.49  0.16
C  2.40  1.97  3.13
C  2.82  3.05  2.13
C  3.08  2.50  0.74
N  1.88  2.30  -0.05
C  1.80  1.37  -0.94
C  2.73  0.26  -0.98
C  3.15  -0.57  -1.98
C  2.69  -0.65  -3.30
C  1.57  -0.01  -3.82
C  0.71  0.89  -3.23
C  0.72  1.56  -1.97
N  -0.27  2.41  -1.72
C  -0.67  3.31  -2.82
C  -0.21  4.71  -2.40
C  -0.96  5.34  -1.24
N  -0.77  4.60  0.02
C  -0.91  5.21  1.16
C  -1.44  6.55  1.24
C  -1.51  7.41  2.30
C  -0.95  7.29  3.58
C  -0.24  6.20  4.09
C  -0.06  4.95  3.58
C  -0.52  4.37  2.33
N  -0.46  3.11  2.08
C  -0.17  2.10  3.11
C  1.08  1.26  2.86
H  2.38  2.40  4.14
H  3.19  1.22  3.16
H  3.76  3.49  2.49
H  2.11  3.87  2.07
H  3.72  1.62  0.84
H  3.66  3.23  0.16
H  3.22  0.09  -0.03
H  3.93  -1.27  -1.71
H  3.21  -1.34  -3.96
H  1.28  -0.32  -4.82
H  -0.18  1.10  -3.81
H  -1.73  3.26  -3.01
H  -0.13  3.05  -3.73
H  -0.32  5.38  -3.26
H  0.85  4.66  -2.16
H  -2.03  5.40  -1.45
H  -0.56  6.35  -1.10
H  -1.92  6.88  0.34
H  -2.04  8.34  2.11
H  -1.05  8.15  4.23
H  0.21  6.36  5.07
H  0.53  4.29  4.19
H  -1.05  1.46  3.14
H  -0.09  2.57  4.09
H  1.05  0.84  1.85
H  0.99  0.41  3.54
F  -2.25  1.35  1.51
Sb  -5.15  1.37  -0.11
F  -5.24  1.03  -1.98
F  -4.78  -0.45  0.33
F  -7.02  1.20  0.15
F  -2.77  3.57  1.14
F  -2.61  3.24  -1.15
O  -2.32  0.81  -0.87
C  -1.48  -0.01  -0.37
O  -0.46  0.56  0.15
C  -1.62  -1.48  -0.41
C  -0.42  -2.08  -1.16
Ge  -0.11  -3.96  -0.69
C  -1.79  -4.92  -0.88
C  -2.32  -5.12  -2.15
C  -3.55  -5.74  -2.32
C  -4.27  -6.16  -1.20
C  -3.75  -5.96  0.07
C  -2.52  -5.34  0.23
C  0.52  -3.97  1.16
C  0.64  -5.18  1.85
C  1.13  -5.21  3.15
C  1.52  -4.03  3.77
C  1.41  -2.82  3.09
C  0.91  -2.80  1.80
C  1.27  -4.66  -1.88
C  2.45  -3.93  -2.07
C  3.45  -4.41  -2.90
C  3.29  -5.62  -3.55
C  2.13  -6.35  -3.37
C  1.12  -5.87  -2.54
H  -2.58  -1.75  -0.85
H  -1.64  -1.80  0.64
H  0.49  -1.52  -0.94
H  -0.59  -2.00  -2.24
H  -1.77  -4.81  -3.03
H  -3.96  -5.89  -3.31
H  -5.23  -6.64  -1.33
H  -4.31  -6.28  0.94
H  -2.13  -5.18  1.23
H  0.35  -6.11  1.38
H  1.22  -6.15  3.67
H  1.91  -4.05  4.78
H  1.71  -1.90  3.58
H  0.82  -1.84  1.29
H  2.59  -2.99  -1.55
H  4.36  -3.84  -3.03
H  4.07  -6.00  -4.20
H  2.00  -7.30  -3.88
H  0.22  -6.46  -2.41

Computed properties:
Orbital gap (alpha / beta) (eV): 7.19 / 5.31
LUMO (alpha / beta) (eV): -3.480 / -5.639
Multiplicity: 4
Relative energy (zero: lowest compared OMol25 entry of this formula, charge and spin) (kcal per mole): 44.33
Highest occupied orbital energy (alpha / beta) (eV): -10.67 / -10.95
Total charge: +1
Maximum force (hartree/bohr): 0.0353

Löwdin population analysis, charges in e, atoms 1 to 8: W 1.97; C -0.18; C -0.18; C -0.20; N 0.11; C -0.23; C 0.02; C -0.07

---

A single C3H7PS molecule. Source: OMol25; level of theory: the ωB97M-V functional and the def2-TZVPD basis.

Positions of all 12 atoms, in Å:
C  -0.68  0.07  -0.06
C  0.23  -0.26  1.08
C  -0.12  -0.21  -1.42
P  -1.34  1.82  -0.06
S  -2.19  -1.11  0.04
H  0.76  0.56  1.31
H  0.91  -1.02  0.94
H  -0.54  -0.37  1.87
H  0.46  -1.12  -1.32
H  0.60  0.56  -1.65
H  -0.69  -0.40  -2.39
H  -1.55  1.83  1.40

Computed properties:
Orbital gap (alpha / beta) (eV): 7.66 / 6.81
LUMO (alpha / beta) (eV): -1.503 / -1.941
Relative energy (zero: lowest compared OMol25 entry of this formula, charge and spin) (kcal per mole): 65.00
Highest occupied orbital energy (alpha / beta) (eV): -9.17 / -8.75
Maximum force (hartree/bohr): 0.0785

Löwdin population analysis, charges in e, atoms 1 to 8: C -1.26; C -0.19; C -0.27; P 0.89; S 0.58; H 0.02; H 0.06; H 0.06

---

A gas-phase ion, C3H9N3 (charge +2). Source: OMol25; level of theory: the ωB97M-V functional and the def2-TZVPD basis.

Positions of all 15 atoms, in Å:
C  -0.16  0.49  -0.86
C  -1.14  -0.08  0.23
C  1.29  -0.41  0.78
N  1.10  0.26  -0.54
N  -0.50  1.12  -1.95
N  -0.20  -0.81  1.12
H  -1.42  0.91  0.70
H  -2.11  -0.45  -0.18
H  2.08  -1.34  0.62
H  1.66  0.16  1.60
H  1.89  0.39  -1.24
H  -1.42  1.09  -2.34
H  0.00  1.76  -2.53
H  -0.29  -0.68  2.21
H  -0.30  -1.91  1.16

Computed properties:
Orbital gap (eV): 12.05
SMILES: [NH2+]=C1C[NH2+]CN1
LUMO (eV): -8.167
Relative energy (zero: lowest compared OMol25 entry of this formula, charge and spin) (kcal per mole): 16.84
Highest occupied orbital energy (eV): -20.21
Total charge: +2
Maximum force (hartree/bohr): 0.0846

Löwdin population analysis, charges in e, atoms 1 to 8: C -0.26; C 0.03; C 0.00; N 0.13; N 0.28; N 0.08; H 0.18; H 0.18

---

Look up the maximum force of the third one. 0.0785 hartree/bohr